Entry 1:
88
Properties=species:S:1:pos:R:3:mulliken_charge:R:1 method="wB97M-V/def2-TZVPD" charge=+1 multiplicity=1 total_energy_ev=-47285.460
C -0.223 -2.363 0.322 -0.96
C 0.521 -1.580 -0.718 0.65
O 0.265 -1.620 -1.895 -0.56
O 1.503 -0.776 -0.222 -0.29
C 2.774 -0.915 -0.895 -0.65
C 3.724 0.086 -0.266 -0.79
C 4.370 -0.409 1.037 -0.60
C 4.820 0.751 1.922 -0.86
C 5.434 0.306 3.260 -0.59
C 5.138 1.296 4.406 -1.01
C 6.293 1.460 5.415 -0.45
C 6.397 2.937 5.881 -0.71
P 7.011 3.111 7.551 0.07
C 6.049 2.124 8.720 -0.59
C 5.684 2.927 9.983 -0.78
C 4.411 3.740 9.861 0.52
O 3.825 4.198 10.799 -0.51
O 4.045 3.930 8.567 -0.40
H 0.400 -2.598 1.181 0.31
H -0.591 -3.269 -0.160 0.32
H -1.092 -1.779 0.632 0.27
H 2.635 -0.706 -1.957 0.38
H 3.118 -1.946 -0.767 0.35
H 4.484 0.392 -0.987 0.47
H 3.133 0.980 -0.037 0.37
H 3.632 -1.013 1.575 0.38
H 5.228 -1.037 0.778 0.29
H 5.558 1.342 1.371 0.23
H 3.940 1.374 2.118 0.46
H 6.517 0.211 3.147 0.42
H 5.058 -0.688 3.513 0.41
H 4.946 2.271 3.946 0.49
H 4.240 0.969 4.932 0.26
H 6.072 0.840 6.290 0.36
H 7.239 1.138 4.981 0.42
H 5.393 3.376 5.914 0.42
H 7.014 3.506 5.184 0.43
H 8.373 2.832 7.651 0.20
H 6.851 4.440 7.939 0.17
H 6.610 1.228 8.993 0.57
H 5.155 1.839 8.161 0.47
H 6.473 3.642 10.241 0.30
H 5.579 2.277 10.851 0.37
H 3.181 4.378 8.575 0.34
C -2.850 -2.468 -7.965 -1.51
C -3.187 -2.736 -6.506 -0.06
N -2.279 -3.665 -5.860 0.13
C -2.739 -4.083 -4.548 -0.92
C -2.830 -3.018 -3.445 -0.40
C -0.867 -3.331 -5.955 -0.80
C -0.414 -1.972 -5.401 -0.56
H -2.844 -3.396 -8.539 0.34
H -3.600 -1.804 -8.396 0.45
H -1.881 -1.982 -8.083 0.29
H -4.189 -3.172 -6.464 0.45
H -3.249 -1.773 -5.974 -0.01
H -2.094 -4.897 -4.205 0.38
H -3.730 -4.529 -4.682 0.40
H -1.851 -2.754 -3.046 0.02
H -3.423 -3.402 -2.611 0.51
H -3.315 -2.106 -3.797 0.00
H -0.576 -3.390 -7.006 0.36
H -0.308 -4.130 -5.461 0.36
H -1.102 -1.171 -5.677 0.19
H 0.565 -1.715 -5.810 0.41
H -0.316 -1.975 -4.317 0.03
C -7.649 2.811 -1.271 -1.43
C -6.665 2.289 -2.307 -0.31
N -5.982 1.075 -1.895 0.11
C -4.875 0.718 -2.764 -0.85
C -5.186 0.334 -4.217 -0.90
C -6.843 -0.022 -1.485 -0.68
C -7.866 -0.557 -2.497 -0.97
H -7.151 2.994 -0.318 0.33
H -8.080 3.750 -1.619 0.43
H -8.475 2.120 -1.101 0.30
H -5.896 3.050 -2.467 0.43
H -7.193 2.179 -3.268 0.26
H -4.321 -0.099 -2.293 0.35
H -4.186 1.569 -2.775 0.43
H -5.597 -0.672 -4.292 0.17
H -4.264 0.346 -4.803 0.28
H -5.879 1.030 -4.690 0.45
H -7.382 0.293 -0.588 0.38
H -6.197 -0.840 -1.155 0.33
H -8.366 0.250 -3.035 0.24
H -8.637 -1.127 -1.976 0.37
H -7.413 -1.222 -3.231 0.28

***

Entry 2:
10
Properties=species:S:1:pos:R:3:nbo_charge:R:1 method="wB97M-V/def2-TZVPD" charge=0 multiplicity=1 de_lowest_kj_mol=506.9
C 1.813 1.165 -0.378 0.20
C 1.745 2.508 -0.445 -0.40
C 0.903 0.292 -0.112 -0.09
C 0.634 3.031 -0.226 0.09
C -0.336 -0.334 0.114 0.29
C -0.963 -1.644 0.201 -0.68
N -0.467 0.927 0.155 -0.18
H -0.643 -2.268 -0.634 0.26
H -2.046 -1.544 0.205 0.25
H -0.640 -2.134 1.120 0.26

***

Entry 3:
35
Properties=species:S:1:pos:R:3:nbo_charge:R:1 method="wB97M-V/def2-TZVPD" charge=0 multiplicity=1 smiles="O=C(CSc1nccc(=O)[nH]1)Nc1cccc2ccccc12" de_lowest_kj_mol=42.0
O -1.270 -1.696 -1.687 -0.60
C -0.385 -1.330 -0.946 0.67
C -0.670 -0.625 0.369 -0.65
S -1.633 0.884 0.049 0.28
C -3.257 0.253 0.239 0.33
N -3.441 -0.899 0.794 -0.55
C -4.721 -1.329 0.908 0.08
C -5.795 -0.613 0.500 -0.38
C -5.616 0.689 -0.096 0.62
O -6.466 1.452 -0.493 -0.60
N -4.257 1.047 -0.192 -0.59
N 0.920 -1.561 -1.235 -0.63
C 2.072 -1.154 -0.524 0.14
C 2.913 -2.107 -0.004 -0.22
C 4.059 -1.736 0.711 -0.20
C 4.351 -0.415 0.905 -0.18
C 3.528 0.593 0.363 -0.07
C 3.825 1.962 0.529 -0.17
C 3.034 2.925 -0.032 -0.21
C 1.918 2.562 -0.801 -0.19
C 1.596 1.245 -0.975 -0.23
C 2.375 0.228 -0.384 -0.01
H -1.330 -1.253 0.972 0.30
H 0.228 -0.344 0.912 0.25
H -4.818 -2.305 1.363 0.20
H -6.802 -0.981 0.601 0.24
H -4.052 1.943 -0.620 0.43
H 1.069 -2.163 -2.036 0.42
H 2.680 -3.153 -0.141 0.22
H 4.699 -2.505 1.114 0.22
H 5.225 -0.123 1.469 0.21
H 4.696 2.233 1.108 0.21
H 3.269 3.970 0.102 0.22
H 1.314 3.330 -1.259 0.22
H 0.744 0.974 -1.580 0.22

***

Entry 4:
111
Properties=species:S:1:pos:R:3:mulliken_charge:R:1 method="wB97M-V/def2-TZVPD" charge=0 multiplicity=1 smiles="Cc1cccc(Cc2cccc3c2C(=O)C(CC(=O)I)=CC3=O)c1.COC(=O)OC.COC(=O)OC.COC(=O)OC.COC(=O)OC.COC(=O)OC.COC(=O)OC" de_lowest_kj_mol=41.0
C -1.977 2.506 3.637 -1.46
C -1.699 1.049 3.293 0.96
C -1.410 0.696 1.985 -0.63
C -1.130 -0.621 1.717 -1.15
C -1.177 -1.563 2.720 -0.18
C -1.500 -1.239 4.010 0.58
C -1.614 -2.219 5.176 -1.18
C -1.423 -3.678 4.821 0.49
C -2.177 -4.252 3.806 -0.91
C -2.076 -5.558 3.424 -0.97
C -1.196 -6.391 4.101 -0.85
C -0.463 -5.853 5.119 0.68
C -0.541 -4.507 5.494 0.64
C 0.340 -4.045 6.638 0.45
O 0.877 -2.953 6.658 -0.56
C 0.545 -5.062 7.734 0.26
C 0.647 -4.723 9.213 -0.56
C 0.951 -3.250 9.529 0.12
O 0.084 -2.531 9.939 -0.47
I 2.950 -2.452 9.300 0.01
C 0.622 -6.333 7.361 -0.78
C 0.480 -6.735 5.914 -0.10
O 1.042 -7.696 5.436 -0.56
C -1.742 0.101 4.283 -0.58
H -1.000 3.013 3.615 0.31
H -2.336 2.566 4.667 0.33
H -2.622 3.005 2.910 0.31
H -1.398 1.432 1.186 0.42
H -0.888 -0.904 0.696 0.48
H -0.943 -2.586 2.441 0.51
H -0.965 -1.866 5.977 0.50
H -2.645 -2.127 5.556 0.47
H -2.883 -3.600 3.293 0.88
H -2.675 -5.976 2.620 0.47
H -1.059 -7.448 3.893 0.50
H 1.469 -5.318 9.633 0.41
H -0.250 -5.009 9.769 0.33
H 0.788 -7.126 8.090 0.47
H -1.975 0.464 5.282 0.34
C 3.271 -3.230 2.604 -0.63
O 2.412 -2.809 1.543 -0.21
C 2.872 -3.078 0.322 0.68
O 3.912 -3.623 0.061 -0.56
O 1.977 -2.635 -0.562 -0.21
C 2.340 -2.853 -1.928 -0.66
H 2.783 -2.954 3.536 0.13
H 3.407 -4.310 2.583 0.33
H 4.232 -2.722 2.545 0.31
H 2.442 -3.918 -2.134 0.31
H 3.262 -2.328 -2.169 0.31
H 1.540 -2.453 -2.545 0.21
C 4.232 -0.195 -6.629 -0.59
O 3.994 -1.402 -7.358 -0.33
C 3.354 -2.340 -6.664 0.82
O 2.980 -2.243 -5.524 -0.53
O 3.198 -3.405 -7.451 -0.32
C 2.520 -4.497 -6.830 -0.61
H 4.754 0.488 -7.293 0.22
H 3.293 0.264 -6.326 0.26
H 4.861 -0.388 -5.761 0.30
H 1.512 -4.208 -6.536 0.28
H 3.080 -4.858 -5.968 0.29
H 2.457 -5.294 -7.566 0.21
C 1.185 3.288 -4.359 -0.63
O 1.371 4.507 -5.082 -0.30
C 2.153 4.392 -6.156 0.83
O 2.685 3.382 -6.536 -0.54
O 2.243 5.589 -6.733 -0.32
C 3.059 5.618 -7.906 -0.69
H 0.536 3.512 -3.517 0.18
H 0.704 2.539 -4.986 0.30
H 2.136 2.916 -3.982 0.30
H 2.652 4.962 -8.674 0.32
H 4.084 5.338 -7.668 0.32
H 3.049 6.640 -8.276 0.23
C -6.767 4.245 0.722 -0.65
O -5.386 4.282 0.358 -0.27
C -4.995 5.433 -0.189 0.75
O -5.690 6.393 -0.388 -0.54
O -3.696 5.334 -0.478 -0.26
C -3.139 6.505 -1.076 -0.65
H -6.957 3.266 1.151 0.21
H -6.989 5.007 1.468 0.30
H -7.399 4.374 -0.156 0.30
H -3.218 7.356 -0.401 0.30
H -3.628 6.724 -2.023 0.30
H -2.088 6.300 -1.261 0.21
C 3.636 7.638 -4.004 -0.57
O 5.013 7.672 -4.385 -0.32
C 5.406 8.833 -4.909 0.80
O 4.717 9.804 -5.074 -0.54
O 6.700 8.729 -5.218 -0.32
C 7.260 9.910 -5.793 -0.63
H 3.436 6.650 -3.596 0.17
H 3.429 8.381 -3.235 0.33
H 2.993 7.794 -4.869 0.28
H 7.197 10.744 -5.096 0.29
H 6.760 10.157 -6.729 0.29
H 8.306 9.700 -5.998 0.22
C -7.947 -4.564 2.330 -0.62
O -7.454 -4.631 0.991 -0.33
C -6.209 -4.180 0.844 0.83
O -5.508 -3.742 1.718 -0.53
O -5.873 -4.296 -0.441 -0.32
C -4.552 -3.845 -0.743 -0.55
H -8.960 -4.956 2.317 0.22
H -7.339 -5.176 2.994 0.29
H -7.972 -3.533 2.679 0.29
H -3.811 -4.429 -0.199 0.22
H -4.445 -2.786 -0.513 0.29
H -4.401 -3.991 -1.809 0.23

***

Entry 5:
45
Properties=species:S:1:pos:R:3:nbo_charge:R:1 method="wB97M-V/def2-TZVPD" charge=0 multiplicity=1 smiles=Cn1c(COc2ccccc2)nnc1SCCN1CCOCC1 de_lowest_kj_mol=261.3
C 3.082 0.025 0.694 -0.42
N 1.693 0.365 0.801 -0.36
C 0.795 0.022 1.776 0.29
C 1.118 -0.803 2.969 -0.11
O 1.684 -2.023 2.535 -0.50
C 1.983 -2.973 3.471 0.30
C 1.804 -2.825 4.841 -0.27
C 2.155 -3.861 5.693 -0.20
C 2.683 -5.038 5.198 -0.24
C 2.863 -5.183 3.831 -0.19
C 2.517 -4.161 2.971 -0.26
N -0.371 0.542 1.515 -0.26
N -0.279 1.240 0.374 -0.34
C 0.953 1.131 -0.052 0.17
S 1.612 1.843 -1.490 0.25
C 0.091 2.584 -2.150 -0.51
C -0.817 1.529 -2.769 -0.23
N -1.971 2.166 -3.376 -0.45
C -2.549 1.386 -4.457 -0.25
C -3.669 2.200 -5.105 -0.07
O -4.671 2.532 -4.175 -0.52
C -4.123 3.257 -3.099 -0.07
C -3.011 2.471 -2.405 -0.25
H 3.374 0.061 -0.355 0.22
H 3.692 0.738 1.254 0.21
H 3.236 -0.977 1.089 0.24
H 0.184 -0.967 3.519 0.22
H 1.829 -0.262 3.614 0.19
H 1.393 -1.918 5.255 0.21
H 2.010 -3.737 6.756 0.21
H 2.953 -5.838 5.870 0.21
H 3.273 -6.098 3.432 0.22
H 2.646 -4.258 1.905 0.22
H -0.389 3.093 -1.318 0.24
H 0.410 3.305 -2.901 0.23
H -0.260 1.002 -3.549 0.20
H -1.106 0.801 -1.994 0.20
H -1.777 1.177 -5.201 0.20
H -2.962 0.428 -4.092 0.17
H -4.159 1.624 -5.893 0.19
H -3.239 3.118 -5.534 0.16
H -4.946 3.452 -2.411 0.19
H -3.714 4.211 -3.465 0.16
H -2.591 3.071 -1.598 0.21
H -3.432 1.548 -1.971 0.17